No. 1
Formula: C3H5N3
Source: OMol25
Level of theory: ωB97M-V with the def2-TZVPD basis set

Each line ends with the Löwdin charge.
CARTESIAN COORDINATES (ANGSTROEM)
C -1.26 -0.20 -0.17  -0.04
N -0.08 0.35 0.61  -0.09
C 0.74 1.20 -0.16  -0.20
N 1.78 0.59 -0.62  0.03
N 1.74 -0.73 -0.13  0.04
C 0.71 -0.79 0.63  -0.25
H -0.97 -0.23 -1.23  0.10
H -2.14 0.41 0.01  0.08
H -1.48 -1.24 0.11  0.08
H 0.57 2.26 -0.30  0.12
H 0.38 -1.63 1.23  0.13

Output
**Frontier orbital gap**: 10.96 eV
**Structure (SMILES)**: Cn1cnnc1
**Energy relative to the best compared isomer or geometry (same formula, charge and spin)**: 2.0180 eV
**Maximum force**: 0.7 eV/Å
**Electronic energy**: -281.51589 a.u.

***

No. 2
Formula: C30H45BBeF4N3O5
Source: OMol25
Level of theory: ωB97M-V with the def2-TZVPD basis set

Each line ends with the Löwdin charge.
CARTESIAN COORDINATES (ANGSTROEM)
Be 0.60 0.38 2.72  0.98
B 0.40 0.13 -0.07  -1.33
F 1.56 -0.04 0.72  0.13
F 0.57 1.36 -0.70  0.13
F 0.27 -0.91 -0.96  0.16
F -0.72 0.18 0.80  0.12
N -2.11 -5.97 -1.94  0.06
C -0.99 -6.21 -1.23  -0.16
C 0.05 -5.31 -1.10  -0.09
C -0.07 -4.09 -1.76  -0.09
C -1.18 -3.86 -2.55  -0.06
C -2.20 -4.79 -2.54  -0.14
H -0.98 -7.20 -0.79  0.10
H 0.94 -5.59 -0.56  0.10
H 0.74 -3.38 -1.71  0.09
H -1.28 -2.89 -3.03  0.09
H -3.12 -4.63 -3.10  0.11
N -0.43 -1.73 2.97  0.05
C -0.98 -2.18 4.11  -0.13
C -1.60 -3.40 4.23  -0.04
C -1.83 -4.14 3.08  -0.03
C -1.36 -3.66 1.87  -0.01
C -0.66 -2.45 1.86  -0.10
H -1.03 -1.48 4.93  0.12
H -1.98 -3.74 5.18  0.12
H -2.23 -5.14 3.20  0.12
H -1.45 -4.26 0.98  0.10
H -0.25 -2.08 0.94  0.10
N 0.16 2.76 2.65  0.05
C 0.00 3.29 1.43  -0.10
C -0.02 4.65 1.20  -0.03
C 0.15 5.53 2.26  -0.03
C 0.39 4.97 3.50  -0.06
C 0.41 3.59 3.66  -0.13
H -0.15 2.60 0.61  0.09
H -0.10 4.97 0.17  0.12
H 0.16 6.61 2.17  0.12
H 0.49 5.61 4.36  0.12
H 0.66 3.16 4.62  0.12
C -3.72 -0.12 2.18  0.01
C -3.02 0.87 3.06  -0.46
O -1.82 0.80 3.26  -0.01
C -3.91 1.81 3.85  0.01
H -4.49 -0.61 2.78  0.10
H -3.02 -0.88 1.84  0.07
H -4.22 0.37 1.35  0.10
H -3.97 1.34 4.83  0.10
H -4.78 2.08 3.26  0.09
H -3.39 2.77 3.92  0.09
C -3.58 2.21 -4.68  -0.01
C -3.22 2.86 -3.36  -0.49
O -3.61 3.95 -3.01  0.06
C -2.26 2.12 -2.45  -0.03
H -4.08 1.26 -4.51  0.09
H -2.61 2.12 -5.18  0.08
H -4.19 2.86 -5.30  0.08
H -2.77 1.81 -1.54  0.08
H -1.36 2.68 -2.21  0.08
H -1.95 1.20 -2.95  0.05
C 0.87 -1.90 -4.79  -0.01
C -0.13 -0.77 -4.64  -0.50
O -1.27 -0.89 -5.02  0.07
C 0.39 0.52 -4.07  -0.02
H 0.35 -2.80 -5.08  0.09
H 1.36 -1.99 -3.82  0.05
H 1.63 -1.56 -5.50  0.10
H 1.31 0.77 -4.62  0.09
H 0.65 0.48 -3.02  0.06
H -0.25 1.36 -4.31  0.07
C 3.31 -0.94 -2.12  -0.01
C 4.47 -0.91 -1.12  -0.47
O 5.52 -0.38 -1.39  0.07
C 4.25 -1.53 0.26  -0.02
H 2.38 -1.18 -1.62  0.04
H 3.54 -1.67 -2.90  0.09
H 3.13 -0.01 -2.67  0.09
H 3.75 -2.49 0.17  0.09
H 3.77 -0.84 0.93  0.04
H 5.26 -1.73 0.62  0.09
C 4.89 1.66 1.40  0.01
C 3.63 2.26 1.95  -0.43
O 2.76 1.56 2.44  0.00
C 3.51 3.76 1.97  0.01
H 4.80 1.64 0.31  0.10
H 5.03 0.66 1.79  0.08
H 5.74 2.28 1.67  0.10
H 4.47 4.25 1.84  0.09
H 3.08 4.16 2.89  0.08
H 2.90 4.06 1.10  0.10

Output
**Frontier orbital gap**: 6.23 eV
**Total charge**: +1
**Energy relative to the best compared isomer or geometry (same formula, charge and spin)**: 0.0000 eV
**Maximum force**: 2.9 eV/Å
**Electronic energy**: -2149.63512 a.u.

***

No. 3
Formula: C5H13NO2
Source: OMol25
Level of theory: ωB97M-V with the def2-TZVPD basis set

Each line ends with the Löwdin charge.
CARTESIAN COORDINATES (ANGSTROEM)
C 1.22 0.41 -1.31  -0.05
C 0.28 1.11 -0.25  -0.35
C -0.84 2.04 -0.82  -0.08
C -0.48 0.00 0.54  -0.15
C 0.42 -0.95 1.18  -0.55
N 0.65 -0.63 2.54  0.15
O 1.12 -1.74 0.61  0.07
H 0.88 -0.64 -1.46  0.08
H 1.11 0.89 -2.25  0.06
H 2.22 0.34 -1.07  0.05
H 0.92 1.83 0.54  0.18
H -1.74 1.63 -0.60  0.01
H -0.67 2.38 -1.86  0.08
H -0.82 3.02 -0.19  0.10
H -1.11 0.42 1.28  0.10
H -1.16 -0.49 -0.28  0.15
H 0.82 -1.40 3.22  0.13
H 0.58 0.23 2.91  0.03
O -1.48 -3.00 -0.90  -0.07
H -1.14 -2.62 -1.68  0.00
H -0.79 -2.85 -0.17  0.05

Output
**Frontier orbital gap**: 10.95 eV
**Structure (SMILES)**: CC(C)CC(N)=O.O
**Energy relative to the best compared isomer or geometry (same formula, charge and spin)**: 1.9984 eV
**Maximum force**: 5.7 eV/Å
**Electronic energy**: -403.50317 a.u.

***

No. 4
Formula: C4H10O2
Source: OMol25
Level of theory: ωB97M-V with the def2-TZVPD basis set

Each line ends with the Löwdin charge.
CARTESIAN COORDINATES (ANGSTROEM)
C 1.82 0.89 0.26  -0.12
O 0.56 0.45 0.57  -0.21
C -0.14 -0.31 -0.31  -0.41
C 0.02 -1.76 0.01  -0.04
C -1.59 0.32 -0.01  -0.21
O -1.85 1.59 -0.55  -0.05
H 2.51 0.14 0.63  0.09
H 1.95 1.27 -0.79  0.11
H 1.80 1.75 0.97  0.11
H 0.09 -0.03 -1.35  0.15
H 1.01 -2.13 -0.26  0.08
H -0.70 -2.33 -0.58  0.08
H -0.16 -2.00 1.07  0.09
H -2.25 -0.33 -0.56  0.10
H -1.92 0.32 1.05  0.13
H -1.16 2.15 -0.16  0.08

Output
**Frontier orbital gap**: 10.56 eV
**Structure (SMILES)**: CO[C@@H](C)CO
**Energy relative to the best compared isomer or geometry (same formula, charge and spin)**: 1.9664 eV
**Maximum force**: 3.1 eV/Å
**Electronic energy**: -308.82589 a.u.

***

Please write out number 1 again, unchanged.
Formula: C3H5N3
Source: OMol25
Level of theory: ωB97M-V with the def2-TZVPD basis set

Each line ends with the Löwdin charge.
CARTESIAN COORDINATES (ANGSTROEM)
C -1.26 -0.20 -0.17  -0.04
N -0.08 0.35 0.61  -0.09
C 0.74 1.20 -0.16  -0.20
N 1.78 0.59 -0.62  0.03
N 1.74 -0.73 -0.13  0.04
C 0.71 -0.79 0.63  -0.25
H -0.97 -0.23 -1.23  0.10
H -2.14 0.41 0.01  0.08
H -1.48 -1.24 0.11  0.08
H 0.57 2.26 -0.30  0.12
H 0.38 -1.63 1.23  0.13

Output
**Frontier orbital gap**: 10.96 eV
**Structure (SMILES)**: Cn1cnnc1
**Energy relative to the best compared isomer or geometry (same formula, charge and spin)**: 2.0180 eV
**Maximum force**: 0.7 eV/Å
**Electronic energy**: -281.51589 a.u.